Here is the ion C4H7N2S with charge +1 at a distorted geometry from the OMol25 dataset. Energies are from ωB97M-V with the def2-TZVPD basis set.

Positions of all 14 atoms, in Å:
1 C 1.400 0.766 -1.077
2 C 1.497 -1.614 -1.266
3 C -0.384 -0.362 -0.025
4 C -1.317 -0.469 1.112
5 N 0.348 0.712 -0.249
6 N 1.861 -0.412 -1.608
7 S 1.367 -3.145 -1.499
8 H 1.894 1.684 -1.317
9 H -0.386 -1.136 -0.774
10 H -1.079 -1.343 1.720
11 H -2.339 -0.611 0.757
12 H -1.281 0.414 1.747
13 H 0.170 1.544 0.309
14 H 2.719 -0.334 -2.154

Results
Charge: +1
Kohn-Sham gap (alpha / beta): 6.64 / 6.21 eV
LUMO (alpha / beta): -5.13 / -5.38 eV
Calculated total energy: -18067.0067 eV

Here is a structure of composition C7H11NPSr at a distorted geometry from the OMol25 dataset. Energies are from ωB97M-V with the def2-TZVPD basis set.

Positions of all 21 atoms, in Å:
1 C 1.030 1.216 0.053
2 C 1.717 2.120 0.896
3 C 1.239 3.440 0.647
4 C 0.231 3.385 -0.359
5 C 0.059 2.040 -0.766
6 Sr -0.238 -1.205 -2.287
7 P 0.944 -2.960 -0.311
8 H 1.150 0.126 0.015
9 H 2.485 1.850 1.620
10 H 1.587 4.343 1.146
11 H -0.654 1.657 -1.509
12 H -0.321 4.239 -0.751
13 H 0.670 -2.888 1.099
14 H 2.348 -3.224 -0.159
15 H 0.570 -4.347 -0.444
16 C -3.996 -2.673 0.605
17 C -2.854 -2.269 -0.158
18 N -1.938 -1.928 -0.803
19 H -4.913 -2.256 0.162
20 H -3.904 -2.312 1.641
21 H -4.075 -3.770 0.616

Results
Charge: -1
Kohn-Sham gap: 3.31 eV
LUMO: 2.36 eV
Calculated total energy: -19047.7923 eV

Here is a cluster of 2 separate species, C3H6N2O3 in total at a distorted geometry from the OMol25 dataset. Energies are from ωB97M-V with the def2-TZVPD basis set.

Positions of all 14 atoms, in Å:
1 O -1.866 0.458 0.910
2 C -2.040 -0.213 -0.078
3 O -3.099 -1.029 -0.170
4 O -1.527 -0.017 -1.309
5 H -3.648 -0.969 0.624
6 H -0.773 0.638 -1.255
7 C 2.611 -1.351 0.492
8 C 1.822 -0.402 0.093
9 N 1.459 0.675 -0.351
10 N 0.433 1.577 -0.237
11 H 3.397 -1.164 1.203
12 H 2.586 -2.327 0.039
13 H -0.028 1.645 0.672
14 H 0.671 2.480 -0.635

Results
SMILES string: O=C(O)O.C=C=NN
Kohn-Sham gap: 9.38 eV
LUMO: 0.58 eV
Calculated total energy: -12328.9168 eV

Here is the molecule C5H9N3O at a distorted geometry from the OMol25 dataset. Energies are from ωB97M-V with the def2-TZVPD basis set.

Positions of all 18 atoms, in Å:
1 H 1.148 0.395 2.316
2 N 1.256 1.055 1.545
3 C 0.754 0.673 0.456
4 C 0.740 1.583 -0.731
5 C 0.330 -0.842 0.155
6 C 1.475 -1.788 0.077
7 N -0.877 -1.163 0.105
8 C -1.811 -0.075 0.377
9 N -2.536 0.253 -0.744
10 O -2.093 0.259 1.501
11 H -0.285 1.898 -0.923
12 H 1.339 2.465 -0.520
13 H 1.125 1.088 -1.623
14 H 2.043 -1.759 1.006
15 H 1.100 -2.793 -0.098
16 H 2.146 -1.489 -0.728
17 H -3.502 0.491 -0.575
18 H -2.352 -0.252 -1.595

Results
SMILES string: [H]/N=C(C)\C(C)=N/C(N)=O
Kohn-Sham gap: 10.08 eV
LUMO: 0.76 eV
Calculated total energy: -11848.4568 eV

Here is a structure of composition C3FO3Ru at a distorted geometry from the OMol25 dataset. Energies are from ωB97M-V with the def2-TZVPD basis set.

Positions of all 8 atoms, in Å:
1 C 0.939 0.065 -2.044
2 C 0.311 -0.309 -1.089
3 O -0.363 -0.673 -0.059
4 F 1.576 0.466 -3.097
5 O -0.408 1.884 1.253
6 C -0.715 0.771 1.448
7 O -0.960 -0.129 2.204
8 Ru -0.380 -2.075 1.385

Results
Charge: +1
Kohn-Sham gap (alpha / beta): 8.47 / 5.35 eV
LUMO (alpha / beta): -4.51 / -9.10 eV
Spin multiplicity: 7
Calculated total energy: -14535.6452 eV

Here is a cluster of 2 separate species, C5H12N2 in total at a distorted geometry from the OMol25 dataset. Energies are from ωB97M-V with the def2-TZVPD basis set.

Positions of all 19 atoms, in Å:
1 C -1.027 1.123 1.307
2 C 0.318 0.251 -0.751
3 C 0.356 0.557 0.963
4 N 1.435 1.377 1.028
5 H 1.138 2.343 0.866
6 H -1.216 2.050 0.760
7 H -1.068 1.345 2.376
8 H -1.825 0.415 1.074
9 H 1.272 -0.188 -1.014
10 H -0.528 -0.457 -0.913
11 H 0.137 1.195 -1.255
12 C 0.603 -0.808 1.604
13 C -0.595 -0.931 -2.669
14 N -0.185 -2.028 -3.042
15 H 0.449 -2.538 -2.422
16 H -1.274 -0.288 -3.238
17 H 1.578 -1.193 1.305
18 H 0.605 -0.699 2.691
19 H -0.171 -1.528 1.331

Results
Kohn-Sham gap (alpha / beta): 8.98 / 7.55 eV
LUMO (alpha / beta): 0.41 / -0.02 eV
Calculated total energy: -8354.7367 eV